# 1
89
Properties=species:S:1:pos:R:3 method="wB97M-V/def2-TZVPD" smiles="COB(O)C1=CC(=O)C=C(I)C1=O.O=[N+]([O-])c1ccccc1.O=[N+]([O-])c1ccccc1.O=[N+]([O-])c1ccccc1.O=[N+]([O-])c1ccccc1.O=[N+]([O-])c1ccccc1" orbital_gap_ev=8.1 max_force_ha_per_bohr=0.0132
C 3.860 -0.849 1.402
O 2.955 -1.924 1.747
B 1.996 -2.111 0.783
O 2.364 -2.717 -0.395
C 0.481 -1.661 0.883
C -0.521 -2.511 0.611
C -1.931 -2.000 0.571
O -2.883 -2.658 0.920
C -2.054 -0.595 0.067
C -1.074 0.255 0.372
I -0.953 2.232 -0.212
C 0.060 -0.256 1.221
O 0.525 0.387 2.132
H 3.838 -0.640 0.328
H 3.535 0.046 1.939
H 4.878 -1.108 1.695
H 1.597 -2.852 -0.963
H -0.349 -3.561 0.384
H -2.925 -0.332 -0.524
O 6.118 -1.050 4.983
N 5.766 -0.544 6.030
O 6.499 -0.331 6.974
C 4.348 -0.171 6.166
C 3.488 -0.430 5.116
C 2.147 -0.114 5.246
C 1.692 0.482 6.416
C 2.576 0.755 7.453
C 3.917 0.423 7.337
H 3.843 -0.897 4.209
H 1.469 -0.331 4.431
H 0.644 0.728 6.523
H 2.219 1.219 8.362
H 4.614 0.621 8.138
O 0.146 -6.647 2.632
N 0.511 -6.965 3.747
O 0.125 -7.947 4.345
C 1.492 -6.094 4.419
C 1.922 -4.953 3.769
C 2.836 -4.129 4.404
C 3.303 -4.456 5.671
C 2.861 -5.611 6.304
C 1.945 -6.442 5.678
H 1.550 -4.715 2.784
H 3.176 -3.231 3.908
H 4.013 -3.806 6.165
H 3.228 -5.865 7.289
H 1.589 -7.343 6.155
O -3.920 0.971 -2.478
N -4.571 1.619 -1.678
O -4.227 1.811 -0.529
C -5.836 2.205 -2.136
C -6.228 1.984 -3.440
C -7.427 2.524 -3.872
C -8.206 3.272 -3.000
C -7.785 3.491 -1.694
C -6.588 2.954 -1.250
H -5.604 1.407 -4.106
H -7.750 2.366 -4.891
H -9.143 3.694 -3.341
H -8.390 4.080 -1.019
H -6.244 3.112 -0.238
O 1.621 1.933 -3.076
N 1.987 0.823 -2.753
O 2.171 0.462 -1.606
C 2.235 -0.159 -3.824
C 2.028 0.219 -5.137
C 2.276 -0.708 -6.138
C 2.722 -1.983 -5.813
C 2.922 -2.338 -4.486
C 2.678 -1.422 -3.475
H 1.680 1.214 -5.371
H 2.121 -0.433 -7.172
H 2.918 -2.700 -6.598
H 3.273 -3.330 -4.235
H 2.842 -1.676 -2.438
O -5.049 4.686 -3.835
N -4.634 5.441 -4.690
O -5.322 6.215 -5.324
C -3.188 5.406 -4.971
C -2.400 4.506 -4.274
C -1.041 4.472 -4.543
C -0.498 5.327 -5.492
C -1.309 6.223 -6.177
C -2.670 6.268 -5.919
H -2.839 3.849 -3.538
H -0.408 3.775 -4.006
H 0.564 5.295 -5.699
H -0.882 6.890 -6.914
H -3.317 6.959 -6.439


# 2
83
Properties=species:S:1:pos:R:3 method="wB97M-V/def2-TZVPD" total_charge=-1 orbital_gap_ev="6.3 / 6.3" max_force_ha_per_bohr=0.0252
Ti -0.643 -0.507 -2.889
Se 2.596 -1.536 3.120
P 0.605 -2.004 2.610
C -0.587 -1.587 3.908
C -0.186 -1.487 5.235
C -1.116 -1.184 6.217
C -2.443 -0.963 5.875
C -2.845 -1.055 4.549
C -1.921 -1.371 3.564
C 0.416 -3.803 2.380
C 1.120 -4.395 1.336
C 1.035 -5.759 1.132
C 0.260 -6.542 1.977
C -0.434 -5.956 3.024
C -0.361 -4.584 3.224
C -0.027 -1.316 1.087
C 0.076 -0.104 0.397
N -0.714 -0.247 -0.682
N -1.260 -1.444 -0.660
N -0.868 -2.119 0.389
P 0.890 1.498 0.613
Se 0.592 2.736 -1.066
C 0.204 2.167 2.162
C -0.667 3.252 2.098
C -1.264 3.741 3.248
C -0.991 3.151 4.477
C -0.114 2.077 4.546
C 0.485 1.584 3.397
C 2.635 1.165 0.895
C 3.258 0.263 0.037
C 4.610 0.013 0.196
C 5.328 0.658 1.193
C 4.704 1.577 2.025
C 3.352 1.839 1.875
H 0.859 -1.634 5.483
H -0.802 -1.109 7.251
H -3.166 -0.712 6.641
H -3.879 -0.878 4.284
H -2.225 -1.450 2.530
H 1.725 -3.769 0.691
H 1.570 -6.221 0.312
H 0.191 -7.610 1.820
H -1.040 -6.564 3.683
H -0.912 -4.120 4.032
H -0.856 3.697 1.128
H -1.942 4.583 3.191
H -1.457 3.528 5.377
H 0.099 1.618 5.503
H 1.182 0.755 3.462
H 2.693 -0.229 -0.749
H 5.104 -0.693 -0.457
H 6.382 0.451 1.322
H 5.273 2.082 2.794
H 2.852 2.547 2.522
O -0.447 -1.686 -5.059
C -1.624 -1.975 -4.824
O -2.236 -1.678 -3.755
H -2.196 -2.543 -5.591
C -2.744 3.620 -2.529
C -2.593 2.176 -2.545
N -2.410 1.045 -2.575
H -1.754 4.061 -2.653
H -3.144 3.946 -1.572
H -3.399 3.952 -3.333
C 0.594 -3.566 -2.676
C 0.565 -2.075 -2.660
N 1.321 -1.145 -2.475
H -0.410 -3.978 -2.775
H 1.033 -3.952 -1.754
H 1.207 -3.893 -3.518
O 0.429 2.405 -4.460
B -0.277 1.173 -4.479
O -1.198 1.244 -5.565
C -1.061 2.477 -6.129
C -1.759 3.030 -7.176
C -1.425 4.336 -7.543
C -0.430 5.035 -6.874
C 0.271 4.461 -5.811
C -0.068 3.176 -5.458
H -2.530 2.474 -7.689
H -1.947 4.810 -8.361
H -0.190 6.043 -7.179
H 1.046 5.002 -5.288


# 3
88
Properties=species:S:1:pos:R:3 method="wB97M-V/def2-TZVPD" total_charge=+3 orbital_gap_ev=6.4 max_force_ha_per_bohr=0.0101
Pt -0.669 0.066 -0.320
C -1.825 -2.056 -1.989
N -0.483 -1.609 -1.520
C 0.531 -1.396 -2.586
C 0.704 0.072 -2.779
N 0.301 0.940 -1.856
C 0.573 2.235 -2.334
C 0.286 3.510 -1.851
C 0.685 4.578 -2.626
C 1.345 4.404 -3.854
C 1.613 3.149 -4.353
C 1.204 2.075 -3.569
N 1.263 0.702 -3.808
C -2.714 -0.863 -1.997
N -2.269 0.284 -1.489
C -3.258 1.262 -1.694
C -3.289 2.634 -1.464
C -4.427 3.305 -1.856
C -5.504 2.644 -2.471
C -5.467 1.292 -2.732
C -4.316 0.621 -2.335
N -3.932 -0.714 -2.498
H -2.190 -2.836 -1.319
H -1.747 -2.483 -2.990
H -0.167 -2.319 -0.805
H 0.225 -1.881 -3.513
H 1.471 -1.851 -2.266
H -0.210 3.671 -0.907
H 0.483 5.582 -2.280
H 1.641 5.275 -4.422
H 2.104 3.006 -5.306
H 1.647 0.261 -4.631
H -2.462 3.154 -1.002
H -4.494 4.373 -1.695
H -6.375 3.215 -2.762
H -6.282 0.786 -3.232
H -4.459 -1.423 -2.989
O -1.212 -3.589 6.519
N -0.654 -4.407 5.828
O -0.184 -5.463 6.179
C -0.514 -4.078 4.391
C 0.200 -4.977 3.552
C 0.303 -4.700 2.236
C -0.234 -3.509 1.609
O 0.042 -3.237 0.432
C -0.950 -2.633 2.532
C -1.063 -2.944 3.924
N -1.455 -1.424 2.162
O -1.760 -1.201 0.868
O -1.733 -0.554 2.950
N 1.065 -5.627 1.378
O 2.119 -6.023 1.825
O 0.590 -5.894 0.300
H 0.653 -5.866 3.975
H -1.602 -2.289 4.594
C 2.051 -1.143 2.846
C 1.909 -0.878 1.382
O 0.793 -0.397 1.050
C 3.008 -1.163 0.480
C 3.963 -2.127 0.837
C 5.010 -2.421 -0.018
C 5.145 -1.729 -1.213
C 4.230 -0.735 -1.558
C 3.165 -0.463 -0.725
H 1.149 -0.847 3.374
H 2.903 -0.581 3.236
H 2.259 -2.199 3.028
H 3.882 -2.674 1.765
H 5.728 -3.183 0.253
H 5.976 -1.947 -1.870
H 4.379 -0.163 -2.465
H 2.491 0.350 -0.956
N -3.230 1.357 1.391
C -2.072 2.003 1.531
N -0.930 1.681 0.919
C 0.134 2.539 1.306
C 1.468 2.474 0.923
C 2.346 3.431 1.402
C 1.916 4.449 2.252
C 0.591 4.524 2.637
C -0.282 3.558 2.156
S -1.979 3.405 2.524
H -3.211 0.378 1.150
H -4.017 1.659 1.944
H 1.829 1.715 0.245
H 3.385 3.389 1.105
H 2.621 5.184 2.614
H 0.245 5.307 3.299


# 4
85
Properties=species:S:1:pos:R:3 method="wB97M-V/def2-TZVPD" s_squared=0.807 total_charge=-2 orbital_gap_ev="3.9 / 3.9" multiplicity=2 max_force_ha_per_bohr=0.0210
Hg 0.496 0.716 1.128
Br -4.578 6.488 1.900
C -3.297 5.071 2.087
C -3.122 4.480 3.330
C -2.172 3.479 3.444
C -1.370 3.030 2.363
O -0.479 2.120 2.579
C -1.581 3.668 1.079
C -0.892 3.366 -0.136
N 0.061 2.459 -0.359
C 0.649 2.370 -1.582
C 0.506 3.337 -2.601
C 1.092 3.182 -3.854
C 1.850 2.076 -4.170
C 2.070 1.086 -3.183
C 2.841 -0.067 -3.430
C 3.046 -0.986 -2.430
C 2.481 -0.749 -1.177
N 1.741 0.313 -0.922
C 1.505 1.229 -1.881
C -2.557 4.690 0.997
H -3.732 4.772 4.175
H -1.995 3.008 4.404
H -1.236 3.963 -0.980
H -0.051 4.242 -2.409
H 0.947 3.957 -4.599
H 2.305 1.964 -5.148
H 3.266 -0.209 -4.418
H 3.635 -1.879 -2.592
H 2.637 -1.439 -0.353
H -2.716 5.175 0.040
Cl -0.644 -7.091 0.885
C -0.931 -5.370 1.125
C -2.212 -4.871 0.914
C -2.397 -3.515 1.186
C -1.368 -2.684 1.598
O -1.616 -1.367 1.997
C -0.011 -3.154 1.720
C 1.197 -2.491 1.975
N 1.601 -1.160 2.004
C 2.920 -0.920 2.130
C 3.929 -1.920 2.319
C 5.285 -1.625 2.278
C 5.769 -0.344 2.086
C 4.842 0.714 1.979
C 5.237 2.056 1.811
C 4.295 3.055 1.721
C 2.950 2.709 1.784
N 2.553 1.456 1.917
C 3.436 0.453 2.016
C 0.112 -4.579 1.510
H -3.029 -5.501 0.591
H -3.385 -3.091 1.091
H 1.989 -3.214 2.076
H 3.661 -2.948 2.488
H 5.992 -2.440 2.395
H 6.833 -0.143 2.025
H 6.295 2.285 1.745
H 4.584 4.091 1.594
H 2.162 3.454 1.728
H 1.093 -5.021 1.630
C -4.364 -0.995 -1.495
N -3.042 -0.437 -1.759
C -2.924 0.959 -1.376
C -1.939 -1.243 -1.511
N -0.967 -0.851 -0.785
N -2.007 -2.502 -2.127
C -0.983 -3.458 -1.754
C -2.372 -2.560 -3.531
H -4.685 -0.755 -0.475
H -4.347 -2.075 -1.615
H -5.090 -0.569 -2.195
H -3.695 1.527 -1.903
H -1.945 1.324 -1.672
H -3.047 1.109 -0.299
H -0.188 -1.499 -0.806
H 0.008 -3.193 -2.155
H -1.261 -4.436 -2.150
H -0.923 -3.536 -0.667
H -2.972 -1.694 -3.795
H -2.944 -3.470 -3.734
H -1.479 -2.569 -4.173
O -4.867 0.315 2.104
S -3.629 -0.208 2.692
N -2.829 -0.920 1.563


# 5
82
Properties=species:S:1:pos:R:3 method="wB97M-V/def2-TZVPD" total_charge=-2 orbital_gap_ev="4.8 / 4.2" max_force_ha_per_bohr=0.0302
Lu -0.065 1.748 -1.130
O 1.997 0.451 -2.220
C 1.608 0.041 -3.523
C 1.294 1.258 -4.365
N 0.280 2.128 -3.745
C 0.732 3.514 -3.776
C 1.913 3.669 -2.824
O 2.925 4.269 -3.175
O 1.724 3.090 -1.696
C -1.059 1.959 -4.287
C -2.076 2.693 -3.425
O -2.995 3.321 -3.952
O -1.882 2.575 -2.165
H 2.690 1.123 -2.273
H 0.712 -0.558 -3.346
H 2.386 -0.574 -3.997
H 0.993 0.956 -5.379
H 2.207 1.854 -4.480
H -0.085 4.147 -3.418
H 1.012 3.848 -4.786
H -1.296 0.892 -4.224
H -1.134 2.310 -5.327
N 0.191 2.518 3.358
C 0.678 1.392 4.022
C 0.423 1.210 5.374
C 0.937 0.109 6.043
C 1.696 -0.829 5.365
C 1.939 -0.652 4.009
C 1.455 0.461 3.338
S 1.898 0.816 1.683
N 0.550 1.719 1.165
C 0.072 2.636 1.982
C -0.672 3.734 1.448
C -1.297 4.738 2.221
C -1.866 5.811 1.587
C -1.842 5.883 0.191
C -1.300 4.809 -0.496
N -0.743 3.759 0.095
H -0.315 3.183 3.914
H -0.181 1.941 5.901
H 0.730 -0.013 7.100
H 2.082 -1.702 5.874
H 2.513 -1.383 3.456
H -1.335 4.681 3.301
H -2.343 6.588 2.173
H -2.282 6.706 -0.351
H -1.350 4.764 -1.575
C -0.858 -0.424 -1.683
Ge -0.402 -1.888 -0.591
C -0.885 -1.679 1.340
C -1.704 -0.631 1.748
C -2.108 -0.501 3.074
C -1.703 -1.427 4.026
C -0.902 -2.493 3.639
C -0.506 -2.611 2.311
C -1.506 -3.544 -0.924
C -1.037 -4.854 -1.003
C -1.892 -5.929 -1.246
C -3.250 -5.711 -1.417
C -3.743 -4.412 -1.341
C -2.879 -3.351 -1.104
C 1.428 -2.658 -0.677
C 2.391 -2.588 0.329
C 3.686 -3.064 0.142
C 4.049 -3.630 -1.071
C 3.104 -3.719 -2.087
C 1.817 -3.239 -1.888
H -2.030 0.090 1.003
H -2.739 0.335 3.361
H -1.998 -1.316 5.064
H -0.571 -3.218 4.375
H 0.113 -3.456 2.022
H 0.021 -5.057 -0.865
H -1.491 -6.936 -1.303
H -3.919 -6.543 -1.610
H -4.803 -4.227 -1.475
H -3.274 -2.340 -1.071
H 2.129 -2.132 1.278
H 4.414 -2.982 0.943
H 5.058 -3.995 -1.227
H 3.374 -4.158 -3.043
H 1.095 -3.309 -2.695


Looking at molecular weight for the records above, in order, we have 907.39; 888.23; 970.86; 985.74; 893.34 u.